Record 1
Computed, not measured: a gas-phase ion, C5H12N (charge +1) in a non-equilibrium geometry, with ωB97M-V/def2-TZVPD.

Geometry as ORCA input:
```
! wB97M-V def2-TZVPD RIJCOSX def2/J DEFGRID3
* xyz 1 1
N 1.35517 -0.32105 0.73305
C -1.04733 0.59665 -0.10013
C 0.04957 1.40892 -0.71531
C -1.14047 -0.84353 -0.42918
C 1.43622 0.60506 -0.55718
C -1.48815 -1.59555 0.58918
H -0.97822 -1.32129 -1.46406
H -2.04210 0.96983 -0.54152
H -1.72598 -1.28666 1.58435
H -0.98410 0.82446 0.99864
H 0.19549 2.32804 -0.06936
H -0.05319 1.52372 -1.83409
H 1.20743 0.33156 1.40390
H 0.53588 -0.99736 0.70820
H -1.52501 -2.67376 0.46370
H 2.16031 -0.91379 0.99087
H 1.71867 0.07363 -1.37992
H 2.32583 1.29110 -0.38114
*
```

Computed properties:
Energy above the lowest of the compared OMol25 structures with the same formula, charge and spin (kJ/mol): 217.0
SMILES: C=CCCC[NH3+]
LUMO energy (eV): -3.36
Orbital gap (Eh): 0.3951
Calculated total energy (hartree): -252.1485



Record 2
Computed, not measured: a molecular structure, C10H21ClI2N2O2PRh in a non-equilibrium geometry, with ωB97M-V/def2-TZVPD.

Geometry as ORCA input:
```
! wB97M-V def2-TZVPD RIJCOSX def2/J DEFGRID3
* xyz 2 5
I -0.60236 1.60132 2.63587
I 2.02936 0.73021 -1.97700
Rh -0.47540 -0.14067 -0.18562
Cl -1.86707 -1.92637 -0.74771
P -1.85481 1.30501 -1.16816
O 1.19357 -1.41921 1.18528
O 1.41738 2.14988 0.48920
N 2.78952 -2.02675 2.71031
N 2.79475 -2.94780 0.56630
C 3.97844 -2.73703 3.13694
C 4.19532 -3.36212 0.71511
C 0.69593 1.27045 0.15254
C -2.11377 0.81958 -2.90286
C 2.22167 -1.16332 3.70971
C 4.38110 -3.82840 2.13786
C 2.21763 -2.07725 1.46036
C 2.24875 -2.91842 -0.76282
C -1.50139 3.08598 -1.27509
C -3.45059 1.17806 -0.30883
H 1.83596 -1.75716 4.53736
H -4.24186 1.66514 -0.89017
H -1.20457 1.06050 -3.47355
H 3.79488 -3.21251 4.12267
H 2.49751 -1.98335 -1.33464
H -1.37393 3.50656 -0.26822
H -2.33659 3.60116 -1.77092
H 4.80177 -2.01588 3.28166
H 3.00215 -0.51930 4.12567
H 1.14273 -2.96090 -0.75538
H 4.88090 -2.52371 0.48441
H 5.43059 -4.08030 2.32569
H -3.35003 1.65008 0.67655
H 3.82435 -4.76017 2.33494
H -2.96981 1.35601 -3.33050
H -2.29293 -0.25884 -2.91962
H 2.69620 -3.80611 -1.24940
H -0.58811 3.24948 -1.86408
H 4.35476 -4.20575 0.02864
H 1.40420 -0.55105 3.31393
H -3.66789 0.11240 -0.18903
*
```

Computed properties:
Energy above the lowest of the compared OMol25 structures with the same formula, charge and spin (kJ/mol): 0.0
LUMO energy (alpha / beta) (eV): -6.64 / -10.55
Orbital gap (alpha / beta) (Eh): 0.3174 / 0.1721
Calculated total energy (hartree): -2160.4900



Record 3
Computed, not measured: a single C6H10N2 molecule in a non-equilibrium geometry, with ωB97M-V/def2-TZVPD.

Geometry as ORCA input:
```
! wB97M-V def2-TZVPD RIJCOSX def2/J DEFGRID3
* xyz 0 1
N 0.57761 0.39143 1.09700
N 0.99375 1.68493 0.33566
C 1.98694 1.07297 -0.59472
C -2.97757 -0.24601 -0.12709
C 2.67606 -1.40303 0.26939
C -1.51101 0.25644 -0.11936
C 2.05044 -0.31856 -0.04343
C -0.64855 -0.19051 0.79375
H -0.71072 -1.11615 1.45959
H -3.53439 0.55924 -0.43640
H 2.19901 -1.90777 1.09390
H 2.98460 1.54426 -0.63738
H -3.11837 -0.78959 0.82154
H 3.39879 -1.88957 -0.25921
H 1.61370 2.23174 0.94007
H -1.28479 1.24525 -0.62078
H 1.53216 1.03501 -1.63529
H -3.04592 -1.15541 -0.88345
*
```

Computed properties:
Energy above the lowest of the compared OMol25 structures with the same formula, charge and spin (kJ/mol): 597.8
LUMO energy (alpha / beta) (eV): 0.73 / 0.73
Orbital gap (alpha / beta) (Eh): 0.3082 / 0.3082
Calculated total energy (hartree): -343.9090



Record 4
Computed, not measured: a single C17H26N2O4S2 molecule in a non-equilibrium geometry, with ωB97M-V/def2-TZVPD.

Geometry as ORCA input:
```
! wB97M-V def2-TZVPD RIJCOSX def2/J DEFGRID3
* xyz 0 1
S -4.57507 -0.15905 -0.72247
S 3.76933 0.18456 3.36413
O -5.64735 0.71922 -1.09252
O -0.14743 0.46537 0.69325
O 0.27425 0.53067 -2.13272
O -4.89729 -1.42345 -0.12850
N 1.83205 1.40113 1.23426
N -3.73660 -0.48755 -2.11408
C 1.30604 1.53655 3.66180
C -3.34964 0.62233 -2.94361
C -1.39386 -1.20473 -1.79595
C -2.83008 -1.60456 -2.13057
C 1.29940 -0.31097 -1.80729
C 3.01628 -1.89525 -2.37196
C -1.93750 1.11587 -2.62784
C 2.92564 -0.98038 -0.15912
C 3.53147 -1.80548 -1.08956
C 1.79857 -0.24348 -0.50040
C 2.69633 1.36216 4.25444
C 1.91032 -1.14875 -2.73423
C 2.90859 -1.37267 3.72106
C -3.53352 0.76754 0.44429
C -0.92375 -0.03027 -2.66201
C 1.05623 0.56300 0.51878
C 1.29503 2.22419 2.29171
H 1.86365 3.15645 2.33351
H -0.73445 -2.06280 -1.94585
H 3.24531 2.30383 4.23735
H -3.53099 1.80199 0.12814
H 3.31888 -0.92768 0.84538
H -2.53061 0.36504 0.49516
H -3.21147 -2.32526 -1.40719
H 1.96282 -1.41061 3.18735
H -2.86741 -2.05416 -3.13040
H -3.40441 0.30134 -3.99069
H 0.80675 0.57035 3.57178
H 4.40135 -2.38127 -0.81282
H -4.02393 0.67212 1.40472
H -0.76685 -0.36677 -3.69963
H 2.75215 -1.45640 4.79282
H -1.31282 -0.89913 -0.75186
H -4.08833 1.40776 -2.78183
H -1.63949 1.88338 -3.34291
H 0.72200 2.14723 4.35437
H 3.48342 -2.54368 -3.09820
H 2.63338 1.01003 5.28512
H 0.25812 2.44435 2.02323
H 3.55617 -2.17324 3.37847
H 1.52158 -1.20326 -3.73992
H -1.89521 1.55058 -1.62957
H 2.83292 1.36383 1.12262
*
```

Computed properties:
Energy above the lowest of the compared OMol25 structures with the same formula, charge and spin (kJ/mol): 9.6
SMILES: CSCCCNC(=O)c1ccccc1OC1CCN(S(C)(=O)=O)CC1
LUMO energy (eV): 0.57
Orbital gap (Eh): 0.3442
Calculated total energy (hartree): -1870.2458



Record 5
Computed, not measured: 11 unconnected molecules or ions with the total composition C4H31NO11, with ωB97M-V/def2-TZVPD.

Geometry as ORCA input:
```
! wB97M-V def2-TZVPD RIJCOSX def2/J DEFGRID3
* xyz 0 1
O -1.03989 -2.48735 2.07638
O 2.04433 1.10091 -3.81601
O -0.03814 0.00636 2.87590
O 1.24053 3.22679 0.37870
O 2.91655 1.01973 -1.19521
O -0.60682 1.49220 -3.36138
O -2.73326 -0.41329 3.28900
O 0.58806 -0.88775 -2.61288
O 2.08034 -1.57532 2.42146
O 1.99721 -1.73275 -0.35294
O 0.08905 -3.69542 -0.20557
N -1.49419 2.31216 -0.58807
C -0.30168 0.51774 0.49534
C 0.22796 0.99780 1.84242
C -2.54086 0.04157 -0.59988
C -1.68790 1.06711 0.16013
H -0.71516 -3.12760 2.70964
H 1.72427 2.71292 -0.30313
H -3.52850 0.45347 -0.81399
H -0.35376 -3.34560 0.60967
H -0.32282 -0.57177 0.48259
H -0.20851 1.94274 2.16506
H -3.30871 0.06594 2.68109
H -2.06509 -0.20364 -1.55366
H 0.36806 1.47864 -3.57486
H 0.31756 3.15130 0.08851
H -0.50541 -1.67239 2.27913
H -0.96944 -0.00931 3.20962
H -1.02326 1.04407 -4.09188
H 1.31292 1.07419 1.84127
H 3.87481 1.09321 -1.09290
H -2.36278 2.82544 -0.64089
H -2.52437 -1.27334 2.87981
H 0.39291 0.81516 -0.29203
H 2.87795 -1.21821 2.83990
H 1.80590 0.15767 -3.66741
H -2.63292 -0.89976 -0.04879
H 1.43510 -2.53932 -0.45020
H 0.03246 -0.10926 -2.43383
H -1.11981 2.10976 -1.51574
H 2.67017 0.09459 -0.98122
H 2.43922 1.27653 -2.93352
H -0.57127 -3.74354 -0.89179
H -2.21819 1.30521 1.09292
H 1.30829 -1.07766 2.75544
H 2.08874 -1.64055 0.62867
H 1.04036 -1.15935 -1.78486
*
```

Computed properties:
Energy above the lowest of the compared OMol25 structures with the same formula, charge and spin (kJ/mol): 0.0
SMILES: C[C@H](N)CCO.O.O.O.O.O.O.O.O.O.O
LUMO energy (eV): 0.16
Orbital gap (Eh): 0.3551
Calculated total energy (hartree): -1053.4452



Record 6
Computed, not measured: 2 unconnected molecules or ions with the total composition C4H12, with ωB97M-V/def2-TZVPD.

Geometry as ORCA input:
```
! wB97M-V def2-TZVPD RIJCOSX def2/J DEFGRID3
* xyz 0 1
C 0.06459 1.37663 -1.00439
C -0.03648 -1.30264 1.08465
C -0.11487 -2.49670 2.03287
C 0.09638 2.40458 -2.13239
H 0.61714 -0.53133 1.48397
H -1.03353 -0.92171 0.88227
H 1.01624 2.99282 -2.11213
H -0.50569 0.48870 -1.28087
H 0.19209 1.85602 -3.07113
H -0.78257 3.04179 -2.15078
H 1.06344 0.98698 -0.80334
H 0.38527 -1.60385 0.12807
H -0.35453 1.69996 -0.05091
H -0.67178 -2.26203 2.94123
H 0.88394 -2.85038 2.28290
H -0.62704 -3.33734 1.55824
*
```

Computed properties:
Energy above the lowest of the compared OMol25 structures with the same formula, charge and spin (kJ/mol): 11.7
SMILES: CC.CC
LUMO energy (eV): 1.12
Orbital gap (Eh): 0.4682
Calculated total energy (hartree): -159.5805